Record 1
# C7H13N

C7H13N in the gas phase (the ωB97M-V functional and the def2-TZVPD basis, the OMol25 dataset).

Geometry (Å):
C -1.4026 0.5702 -0.6371
C 0.8849 -0.2405 0.1950
C 0.1745 -0.1395 -1.0702
C -2.1743 -0.1817 0.4340
C 0.8141 -1.5475 0.9483
N -1.2554 1.9559 -0.3843
C 2.5677 -0.0871 -0.4617
C 3.6516 0.3593 -0.1540
H -1.8809 0.4357 -1.6096
H 0.7979 0.6245 0.8531
H -1.8152 2.5887 -0.9381
H -0.8703 2.1835 0.5226
H -0.0144 -1.1000 -1.5420
H 0.5551 0.5982 -1.7696
H -1.7368 -0.0298 1.4205
H -2.1804 -1.2505 0.2322
H -3.2081 0.1704 0.4570
H -0.0752 -1.6218 1.5726
H 1.6706 -1.6133 1.6199
H 0.8726 -2.3996 0.2728
H 4.6244 0.7250 0.0387

## Properties
Calculated total energy, Ha: -329.12059
Net charge: 0
Energy above the lowest of the compared OMol25 structures with the same formula, charge and spin, eV: 4.105
Kohn-Sham gap, eV: 9.370
Maximum force, eV/A: 5.3

---

Record 2
# C7H13N

C7H13N as an isolated structure (the ωB97M-V functional and the def2-TZVPD basis, the OMol25 dataset).

Geometry (Å):
C -1.7009 -1.4882 0.6812
C -1.5121 1.6291 -0.6539
C 1.6705 1.1880 1.1132
C -0.5658 -0.6876 0.1075
C -0.4685 0.6303 -0.2439
N 1.3050 -1.5614 -1.3624
C 0.8169 -1.1274 -0.0868
C 0.9806 0.8192 -0.1856
H 1.2701 -0.8952 -2.1233
H 1.3351 -2.5697 -1.4741
H 1.2598 -1.7284 0.7146
H 1.4412 1.3326 -1.0392
H -2.2852 -1.9810 -0.1027
H -2.3946 -0.8465 1.2311
H -1.3374 -2.2535 1.3737
H -2.3496 1.1379 -1.1568
H -1.0974 2.3717 -1.3421
H -1.9282 2.1541 0.2113
H 1.6032 2.2694 1.2905
H 2.7344 0.9351 1.0820
H 1.2228 0.6717 1.9655

## Properties
Calculated total energy, Ha: -329.17283
Net charge: 0
Energy above the lowest of the compared OMol25 structures with the same formula, charge and spin, eV: 2.684
Kohn-Sham gap, eV: 8.871
Maximum force, eV/A: 2.9

---

Record 3
# C7H13N

C7H13N in the gas phase (the ωB97M-V functional and the def2-TZVPD basis, the OMol25 dataset).

Geometry (Å):
C 1.7798 1.7219 -0.6079
C 0.8656 0.5888 -1.0480
C 0.1108 -0.1044 0.0251
C -0.9997 -1.0016 -0.5082
C -2.2154 -0.9835 0.1008
C -3.4592 -1.6022 0.0606
C 0.9612 -0.7421 1.1880
N 2.3385 1.5758 0.7026
H 2.6606 1.9134 -1.3080
H 1.1722 2.6975 -0.5141
H 0.2312 1.1512 -1.7847
H 1.3248 -0.2386 -1.5505
H -0.8156 -1.5797 -1.3353
H -2.3478 -0.1019 0.8052
H -3.6590 -2.4424 -0.6451
H -4.2743 -1.1834 0.5415
H -0.3900 0.8039 0.5226
H 0.7247 -1.7054 1.4171
H 0.9780 -0.3181 2.1502
H 1.9946 -0.6982 0.8497
H 3.0191 2.2489 0.9384

## Properties
Calculated total energy, Ha: -328.98223
Net charge: 0
Energy above the lowest of the compared OMol25 structures with the same formula, charge and spin, eV: 7.870
Kohn-Sham gap, eV: 2.957
Maximum force, eV/A: 4.9

---

Record 4
# C7H13N

C7H13N as an isolated structure (the ωB97M-V functional and the def2-TZVPD basis, the OMol25 dataset).

Geometry (Å):
C 0.9603 -1.0352 -1.0006
C 1.2035 -0.1146 1.8962
C -1.4300 1.1074 1.5140
C 1.7218 -0.0560 -1.8508
C -0.6989 0.3444 0.4426
C -1.2008 0.1202 -0.8247
C -2.3431 -0.2123 -1.3919
N 0.5067 -0.1643 0.6323
H 1.6093 -1.7053 -0.4415
H 0.2207 -1.6263 -1.5267
H 0.6180 -0.5557 2.7102
H 2.1403 -0.6658 1.8003
H 1.4436 0.9184 2.1759
H -0.8151 1.9005 1.9451
H -2.3402 1.5470 1.1117
H -1.7056 0.4240 2.3219
H -2.4635 -0.2091 -2.4720
H -3.2079 -0.5872 -0.8424
H 2.2575 0.6625 -1.2296
H 2.4645 -0.5884 -2.4558
H 1.0588 0.4955 -2.5141

## Properties
Calculated total energy, Ha: -329.09683
Net charge: 0
Energy above the lowest of the compared OMol25 structures with the same formula, charge and spin, eV: 4.752
Kohn-Sham gap, eV: 7.512
Maximum force, eV/A: 3.1

---

Record 5
# C7H13N

A 3-piece molecular cluster, C7H13N overall (the ωB97M-V functional and the def2-TZVPD basis, the OMol25 dataset).

Geometry (Å):
C -1.9085 -0.1241 0.1605
C -1.8159 0.9566 1.1870
N -1.2685 -1.2484 0.3608
C -0.4826 0.9232 -1.3825
C -0.8175 1.7520 -2.1987
H -2.7376 -0.0848 -0.5411
H -1.5123 -1.9802 -0.3009
H -0.0099 -1.1231 0.3028
H -1.9882 1.9333 0.7398
H -2.5694 0.7797 1.9595
H -0.8347 0.9573 1.6581
H -1.1157 2.4746 -2.9172
C 2.0699 0.0303 1.0569
C 1.3742 -0.7679 -0.0067
C 2.0099 -1.5821 -0.8424
H 0.3044 0.2138 -0.8286
H 1.7049 -0.2382 2.0525
H 3.1550 -0.1100 1.0394
H 1.8685 1.0984 0.9279
H 3.0911 -1.7083 -0.8272
H 1.4827 -2.1520 -1.5998

## Properties
Calculated total energy, Ha: -329.04875
Net charge: 0
Energy above the lowest of the compared OMol25 structures with the same formula, charge and spin, eV: 6.060
Kohn-Sham gap (spin up / spin down), eV: 8.691 / 8.692
Maximum force, eV/A: 2.1

---

Record 6
# C7H13N2

An isolated ion of composition C7H13N2 and charge +1 (the ωB97M-V functional and the def2-TZVPD basis, the OMol25 dataset).

Geometry (Å):
C 0.6102 1.8122 1.0967
C -0.8029 1.2386 1.0405
C 1.4671 0.6828 0.5146
C 0.3824 -1.3078 -0.8864
C -0.9703 -0.4016 -2.5898
C 0.6078 -0.5795 0.5249
C -0.6896 -0.1433 1.1225
N -1.4802 -1.1049 1.6525
N -0.0912 -0.2267 -1.7278
H 0.8767 2.0005 2.1990
H -1.5014 1.6564 1.8465
H 1.6548 0.9465 -0.4940
H 2.3559 0.6274 1.2340
H 1.3595 -1.7361 -1.3137
H -0.4313 -2.0118 -1.1259
H -1.5153 -1.3183 -2.8019
H -1.0150 0.4268 -3.3787
H 1.2953 -1.2573 1.1275
H -1.1113 -2.0031 1.7013
H -2.5164 -1.1141 1.7613
H 0.7590 2.8026 0.6743
H -1.1965 1.4414 0.1340

## Properties
Calculated total energy, Ha: -383.70355
Net charge: +1
Energy above the lowest of the compared OMol25 structures with the same formula, charge and spin, eV: 3.092
Kohn-Sham gap, eV: 8.407
Maximum force, eV/A: 5.7

---

Record 7
# C7H13N2O

C7H13N2O as an isolated structure (the ωB97M-V functional and the def2-TZVPD basis, the OMol25 dataset).

Geometry (Å):
C 0.6111 1.2677 0.3765
C 0.4794 2.6124 0.4007
C -2.0663 0.2836 -0.0821
C -0.0642 -1.3434 0.4786
C 1.2728 -0.8957 0.9701
C -3.0225 -0.8968 -0.4374
C 2.1003 0.0508 -1.1314
N -0.8274 -0.0964 0.2916
N 1.6823 0.3593 0.2476
O -2.3941 1.4288 -0.2811
H 1.3870 3.2862 0.2950
H -0.4426 3.0193 0.5200
H 0.0457 -1.8758 -0.5362
H -0.7563 -1.9227 1.0829
H 1.2589 -0.6196 2.0863
H 2.0883 -1.6772 0.8282
H -3.5195 -0.9322 -1.3243
H -3.9004 -0.7243 0.1742
H -2.6774 -1.7534 -0.0722
H 2.8500 0.5798 -1.5622
H 2.2034 -1.0107 -1.2436
H 1.1735 0.0758 -1.8047
H 2.5182 0.7844 0.7235

## Properties
Calculated total energy, Ha: -458.86265
Net charge: +1
Energy above the lowest of the compared OMol25 structures with the same formula, charge and spin, eV: 5.749
Kohn-Sham gap, eV: 9.462
Maximum force, eV/A: 6.1

---

Record 8
# C7H13N2O

C7H13N2O as an isolated structure (the ωB97M-V functional and the def2-TZVPD basis, the OMol25 dataset).

Geometry (Å):
C 0.5088 -2.0521 -0.3093
C 1.1072 1.9405 -1.5657
C 1.1993 0.6227 -2.3159
C 0.5278 -0.0372 -0.0356
C -0.5710 -0.5300 0.9255
C -0.1009 -0.3356 2.3565
C -1.8813 0.1757 0.6946
N -0.5582 -1.9157 0.4625
N 0.2816 0.7284 -1.1774
O 1.1218 -2.7807 -0.9653
H 1.8988 2.2562 -0.8819
H 0.5337 2.7115 -1.9958
H 0.9429 0.5980 -3.3336
H 1.9765 -0.0850 -2.0911
H 1.3822 0.4125 0.6186
H 0.0774 0.6570 2.6618
H 0.7762 -0.8750 2.4206
H -0.8534 -0.6643 3.2088
H -2.5201 0.1676 1.6215
H -2.4973 -0.2599 -0.1224
H -1.6044 1.2555 0.4360
H -1.0038 -2.7889 0.9060
H -0.7437 0.7988 -1.5184

## Properties
Calculated total energy, Ha: -458.91069
Net charge: +1
Energy above the lowest of the compared OMol25 structures with the same formula, charge and spin, eV: 4.442
Kohn-Sham gap, eV: 9.989
Maximum force, eV/A: 5.3